1.
A 13-piece molecular cluster, C48H90O25S6 overall at a distorted geometry. Source: the OMol25 dataset; level of theory: wB97M-V/def2-TZVPD.

Properties
Total charge: 0
E_tot in eV: -167429.82727
HOMO-LUMO gap in eV: 9.0
Lowest unoccupied orbital energy in hartree: -0.0008

```
169
Properties=species:S:1:pos:R:3:forces:R:3:mulliken_charge:R:1
C -2.72133 1.24192 -3.40293 0.514 0.871 0.110 -0.828
C -3.41252 2.10451 -4.47106 1.502 -0.061 1.190 0.487
C -2.76389 2.16368 -5.85978 1.509 -0.885 0.999 -0.385
O -3.68950 1.54061 -6.70877 -1.231 0.893 -1.281 -0.354
C -4.83118 1.33322 -6.06298 -2.355 -3.458 0.607 0.716
O -5.85285 0.77991 -6.48571 2.787 2.093 0.646 -0.593
O -4.61316 1.47402 -4.71540 -2.419 0.148 -1.369 -0.343
H -2.29657 0.31731 -3.79381 -0.220 0.030 -0.116 -0.116
H -3.42173 1.04513 -2.59125 -0.226 -0.182 -0.185 0.294
H -1.92798 1.78782 -2.89235 0.218 0.137 -0.281 0.271
H -3.57407 3.10468 -4.06900 -0.196 0.123 0.005 0.235
H -1.92769 1.46449 -5.85958 0.455 0.414 -0.060 0.251
H -2.45134 3.16089 -6.16960 -0.297 -0.115 -0.253 0.293
C 0.27361 1.27715 5.33576 -2.175 -0.086 -0.111 -1.011
C -1.18621 1.78963 5.17514 0.545 -0.343 0.220 0.135
C -1.39559 3.22156 4.78631 1.329 0.656 1.707 -0.512
O -2.50862 3.17975 3.98647 -1.154 0.390 -1.635 -0.363
C -2.63362 1.94579 3.44452 -3.344 0.176 -0.555 0.628
O -3.51783 1.67062 2.64102 2.419 0.466 1.311 -0.554
O -1.85446 1.10890 4.10255 0.837 -1.321 -0.904 -0.077
H 0.80436 1.84348 6.10105 0.069 -0.007 -0.215 0.490
H 0.72519 1.29657 4.34389 0.278 0.174 0.294 -0.067
H 0.13590 0.24282 5.65087 0.534 -0.094 0.048 0.481
H -1.85368 1.61474 6.01894 0.503 -0.355 0.461 0.320
H -0.53501 3.68965 4.30842 -0.016 0.036 -0.294 0.184
H -1.63254 3.74595 5.71203 0.075 0.492 -0.231 0.387
C 1.00491 0.64013 1.71770 -0.164 -0.218 -0.124 -1.344
C -0.24514 0.82244 0.79755 2.312 -0.957 -0.370 1.163
C 0.14968 1.12490 -0.69826 -1.197 1.155 1.633 -0.097
O -0.62672 0.17802 -1.41529 1.051 1.674 -2.543 0.594
C -1.23883 -0.66676 -0.66031 -0.385 -0.642 0.361 -0.149
O -1.97352 -1.53385 -1.04534 0.043 -0.270 -0.017 -0.247
O -0.91606 -0.44290 0.58955 -0.153 -0.005 2.880 0.244
H 0.85086 0.02331 2.60309 -0.541 -0.384 -0.214 0.380
H 1.38833 1.55673 2.16594 -0.295 0.515 -0.443 0.769
H 1.85617 0.22463 1.17842 -0.085 -0.104 -0.207 -0.081
H -0.90000 1.57694 1.23341 -0.418 -0.297 -0.330 -0.738
H 1.20912 1.12191 -0.95455 -0.102 -0.500 0.100 -0.266
H -0.27402 2.11982 -0.83507 0.149 0.068 -0.794 0.087
C -2.11902 -2.57458 3.94403 -0.627 0.106 0.552 -0.614
C -3.44100 -2.19493 3.31968 -2.743 -1.910 0.722 0.581
O -4.50495 -2.46895 3.92209 2.361 0.684 -0.609 -0.688
C -3.57190 -1.62171 1.95365 0.117 0.306 1.110 0.587
H -1.43279 -1.73632 4.06443 -0.028 -0.006 -0.142 -0.028
H -1.59899 -3.37952 3.42465 -0.092 0.165 -0.294 0.151
H -2.43695 -2.95851 4.91337 0.440 0.035 0.172 0.416
H -2.89146 -2.09105 1.24314 -0.212 0.365 -0.141 -0.239
H -3.32344 -0.58836 2.19563 0.330 0.387 -0.890 -0.566
H -4.64074 -1.63301 1.74022 0.250 -0.204 -0.490 0.392
C 2.78574 -3.29943 -3.08545 -0.280 0.738 -0.439 -1.733
C 1.60288 -2.42773 -2.73390 -0.972 0.699 1.870 0.864
O 1.67347 -1.54878 -1.86570 0.278 -1.241 -1.144 -0.108
C 0.29678 -2.76857 -3.42352 0.166 0.062 0.275 -0.480
H 3.42609 -3.53057 -2.23420 -0.199 0.007 -0.098 0.348
H 3.34171 -2.63524 -3.74716 0.425 -0.164 -0.227 0.472
H 2.46407 -4.16431 -3.66563 0.220 -0.078 0.199 0.369
H 0.03820 -3.77837 -3.10489 0.184 -0.323 -0.350 0.256
H 0.43233 -2.74423 -4.50478 -0.139 -0.191 -0.052 0.526
H -0.58159 -2.19375 -3.13002 0.454 0.510 0.017 -0.525
C 4.94132 -0.58989 0.85088 -0.230 0.671 0.086 0.114
C 5.24688 0.85076 0.37277 -2.952 1.986 -2.790 0.941
O 4.34109 1.63433 -0.06624 2.349 -2.752 1.870 -0.357
C 6.68414 1.28151 0.27735 0.131 -1.201 0.793 -1.414
H 5.78754 -1.27547 0.80622 0.224 0.384 0.278 0.676
H 4.12286 -1.13164 0.37683 -0.194 0.650 -0.581 -0.504
H 4.58426 -0.47541 1.87435 0.409 -0.277 0.195 -0.550
H 7.18244 0.44828 0.77285 0.788 0.530 0.171 0.446
H 6.89855 2.23578 0.75848 -0.174 -0.157 0.007 0.278
H 7.05283 1.29818 -0.74827 -0.386 0.086 -0.173 0.296
C 4.69433 0.97421 -3.36071 -0.206 0.828 0.288 -1.038
C 3.44153 1.77842 -3.80467 0.887 1.211 -0.850 0.800
O 3.56888 2.97654 -4.09652 -0.575 -2.381 0.775 -0.634
C 2.12903 0.99984 -4.01919 0.726 1.349 0.056 -0.080
H 4.56409 0.30990 -2.50641 -0.541 -0.281 -0.286 -0.012
H 5.46681 1.66381 -3.02039 -0.122 0.288 -0.245 0.341
H 5.10585 0.44588 -4.22071 -0.191 -0.216 -0.033 0.455
H 1.87047 0.51826 -3.07615 -0.159 -0.371 -0.352 -0.572
H 2.24696 0.32941 -4.87049 0.189 -0.486 0.334 0.543
H 1.36618 1.70660 -4.34576 -0.075 0.077 0.320 0.178
C -5.90423 -3.02044 -4.66650 -0.752 -0.135 0.969 -0.684
C -5.60624 -1.85136 -3.75175 2.542 -0.288 1.113 -0.512
C -4.13914 -2.10014 -3.26060 0.163 -0.334 -0.623 0.404
S -3.23161 -2.77849 -4.76062 -3.085 2.418 1.723 0.994
O -2.64436 -4.01386 -4.33925 0.874 -0.807 -0.605 -0.609
O -2.48414 -1.64520 -5.28244 0.222 -1.034 -0.570 -0.627
C -4.85297 -3.06680 -5.71253 0.990 1.018 -1.304 -0.833
H -6.91485 -2.74545 -4.96839 -0.029 -0.960 -0.879 0.438
H -5.84055 -3.98487 -4.16259 -0.654 0.070 0.474 0.281
H -6.25748 -1.78444 -2.88025 -0.161 0.066 -0.249 0.405
H -5.60176 -0.93120 -4.33603 -0.317 0.119 0.128 0.129
H -4.01881 -2.86830 -2.49670 -0.496 -0.340 -0.135 0.226
H -3.56623 -1.27914 -2.82951 -0.195 0.218 -0.580 -0.657
H -4.83036 -3.91701 -6.39424 0.258 -0.326 0.552 0.501
H -5.02107 -2.21172 -6.36727 0.577 0.334 -0.023 0.339
C 2.42290 4.41238 0.36610 0.495 0.762 0.582 0.700
C 2.16279 4.87501 -1.07399 0.171 -2.400 0.389 -0.148
C 2.24592 6.34782 -1.18168 -0.432 0.791 -0.611 -0.891
S 1.84234 7.06185 0.42949 0.843 -1.048 -0.314 1.112
O 0.60583 7.77759 0.17906 0.372 0.065 1.019 -0.635
O 3.03575 7.67077 1.02650 -1.614 -0.357 -0.533 -0.692
C 1.63507 5.40086 1.22140 -1.032 -0.154 0.790 -0.301
H 3.48181 4.44598 0.62238 0.081 -0.092 -0.127 0.301
H 2.05136 3.40808 0.56971 0.153 -0.054 -0.208 -0.906
H 1.15751 4.51920 -1.29968 -0.290 0.265 -0.124 0.000
H 2.78463 4.33156 -1.78538 0.269 0.215 0.011 0.261
H 1.40104 6.60211 -1.82169 0.372 0.784 -0.053 0.413
H 3.18177 6.75118 -1.56845 -0.033 -0.049 0.206 0.418
H 0.61893 5.01393 1.29786 -0.621 0.758 -1.057 -0.109
H 1.76853 5.43355 2.30270 1.254 0.430 -0.044 0.556
C -1.60192 -5.15546 -1.11290 -1.098 0.586 -0.693 0.883
C -1.40338 -5.65360 0.30349 -0.180 -1.265 -0.241 0.243
C -1.33382 -7.16349 0.12210 1.065 -1.476 -0.867 -1.048
S -2.60415 -7.64551 -1.14268 1.041 3.014 -0.016 1.109
O -3.72549 -8.14622 -0.42068 -0.921 -0.978 0.110 -0.659
O -2.01366 -8.30288 -2.29674 -0.393 0.148 1.003 -0.661
C -2.92620 -5.81703 -1.58018 1.027 -1.390 0.275 -1.081
H -0.81040 -5.44362 -1.80469 0.218 -0.132 0.168 0.208
H -1.69151 -4.06987 -1.15240 -0.065 0.076 -0.045 -0.734
H -2.30845 -5.44746 0.87484 0.243 0.456 0.341 0.378
H -0.48817 -5.31345 0.78803 -0.210 0.246 0.116 -0.552
H -1.29834 -7.85654 0.96265 -0.949 0.343 0.327 0.617
H -0.39410 -7.44766 -0.35147 0.241 0.356 -0.423 0.368
H -3.75068 -5.47276 -0.95584 -0.118 -0.158 -0.172 0.433
H -3.14082 -5.79999 -2.64871 0.075 0.251 0.158 0.469
C -5.17947 5.58923 0.08577 -0.264 0.445 0.868 -0.609
C -4.21562 6.59863 -0.52512 0.464 0.311 0.779 -0.638
C -2.99467 5.77771 -0.81424 0.910 -0.679 -0.153 -0.500
S -2.74774 4.55266 0.52239 -0.197 1.662 1.900 1.332
O -1.69560 5.00070 1.48171 -1.426 -1.078 -1.815 -0.840
O -2.71012 3.22184 -0.06668 0.297 0.641 0.345 -0.519
C -4.41966 4.91021 1.29145 0.712 -0.462 -1.462 -0.757
H -5.48338 4.97157 -0.75935 -0.095 -0.722 0.528 0.267
H -6.05371 6.13755 0.43672 -0.157 -0.325 0.145 0.379
H -3.99064 7.41064 0.16634 0.024 0.001 0.146 0.344
H -4.57737 7.06954 -1.43917 -0.165 -0.190 0.003 0.350
H -2.05217 6.31679 -0.91002 -0.055 -0.069 -0.305 0.436
H -3.26055 5.12850 -1.64848 0.588 0.071 -0.318 0.033
H -4.28600 5.59075 2.13233 0.199 0.178 -0.269 0.388
H -4.69633 3.94233 1.70949 -0.567 -0.002 -0.387 0.306
C 2.69576 -5.32755 1.40144 -0.796 -1.216 0.621 -0.542
C 2.74890 -4.14680 0.44956 0.065 0.426 1.030 -0.333
C 1.81701 -3.02660 1.05778 0.600 -0.625 0.183 0.921
S 2.12776 -3.09934 2.93288 0.794 -0.540 -0.618 1.107
O 0.95142 -2.95430 3.78171 0.709 -0.008 -1.020 -0.663
O 3.30272 -2.27474 3.27488 -1.235 -0.793 -0.662 -0.521
C 2.65706 -4.90101 2.84716 -0.253 1.577 1.343 -1.140
H 3.46805 -6.08687 1.27862 0.343 0.348 -0.309 0.540
H 1.78542 -5.90445 1.23841 -0.266 0.104 -0.189 -0.100
H 2.45243 -4.50934 -0.53470 -0.174 0.487 0.021 0.261
H 3.80458 -3.87662 0.42431 -0.083 0.679 -0.281 0.291
H 0.77674 -3.28742 0.86307 -0.122 -0.018 0.320 -0.034
H 1.96977 -2.01924 0.67049 0.228 -0.113 0.177 -0.730
H 1.93848 -5.42747 3.47532 -0.067 -0.041 -0.206 0.475
H 3.58954 -4.87063 3.41076 0.244 -0.155 -0.357 0.459
C 4.79782 -0.52936 5.96890 0.741 -1.815 -0.283 -0.783
C 3.61601 0.29121 5.51152 0.301 2.038 0.486 -0.198
C 4.09184 1.11112 4.29712 0.992 -0.447 -0.244 0.736
S 5.93580 1.43506 4.57830 -1.721 1.093 -0.586 1.094
O 6.06025 2.81475 5.09626 0.309 -2.063 -0.915 -0.696
O 6.62248 0.96399 3.36442 -0.309 0.698 1.530 -0.577
C 6.11318 0.24851 5.93906 -0.304 0.680 -0.663 -0.767
H 4.87616 -1.40730 5.32766 0.129 -0.102 -0.077 0.180
H 4.76489 -0.90059 6.99320 -0.698 -0.084 -0.015 0.502
H 3.46144 0.96917 6.35091 -0.456 0.443 -0.048 0.340
H 2.65822 -0.19445 5.32478 0.426 -0.488 -0.042 0.088
H 3.62115 2.05479 4.02138 -0.016 0.121 0.648 0.532
H 4.03378 0.51038 3.38946 0.194 -0.185 0.143 -1.221
H 6.20217 0.82472 6.86002 0.371 0.090 -0.190 0.344
H 6.99378 -0.34767 5.69986 -0.100 -0.002 0.287 0.440
```
Positions in Å, forces in eV/Å.


2.
One molecule with the formula C3H6N2S at a distorted geometry. Source: the OMol25 dataset; level of theory: wB97M-V/def2-TZVPD.

Properties
Total charge: 0
SMILES string: C=CC(=S)NN
Energy above the lowest of the compared OMol25 structures with the same formula, charge and spin in eV: 2.093
E_tot in eV: -17021.94824
HOMO-LUMO gap in eV: 8.6
Lowest unoccupied orbital energy in hartree: 0.0074

```
12
Properties=species:S:1:pos:R:3:forces:R:3:mulliken_charge:R:1
C 1.11612 1.73439 -0.20650 -0.437 -0.546 -0.010 -0.689
C 0.41744 0.71591 0.30904 0.382 0.503 0.617 -0.255
C 0.63667 -0.76434 0.11579 -0.361 1.107 -0.650 0.279
S 2.15002 -1.46111 0.01623 -0.988 0.246 0.082 -0.336
N -0.53307 -1.42591 -0.09739 2.729 -0.675 0.637 0.085
N -1.79170 -0.92499 -0.15248 -1.163 0.965 -0.465 -0.732
H 1.90682 1.60851 -0.93005 0.172 -0.170 0.033 0.274
H 0.84472 2.75471 0.05956 0.067 -0.234 -0.047 0.247
H -0.37118 1.03046 1.00326 0.103 -0.462 -0.152 0.349
H -0.39338 -2.37824 -0.35907 -0.271 -0.623 -0.165 0.204
H -1.73700 0.02406 -0.51062 -0.331 -0.145 -0.056 0.331
H -2.24547 -0.91345 0.75222 0.099 0.035 0.176 0.243
```
Positions in Å, forces in eV/Å.


3.
C16H30GeN5OSV as an isolated structure at a distorted geometry. Source: the OMol25 dataset; level of theory: wB97M-V/def2-TZVPD.

Properties
Total charge: -1
Energy above the lowest of the compared OMol25 structures with the same formula, charge and spin in eV: 0.000
E_tot in eV: -119618.64423
HOMO-LUMO gap (alpha / beta) in eV: 5.7 / 7.3
Multiplicity: 4
Lowest unoccupied orbital energy (alpha / beta) in hartree: 0.1087 / 0.1080

```
55
Properties=species:S:1:pos:R:3:forces:R:3:mulliken_charge:R:1
V -0.89439 -0.32140 0.28512 -0.323 0.967 0.519 0.334
N -3.96648 -3.51610 0.30825 0.007 -0.051 0.058 -0.531
C -2.92736 -2.60661 0.14243 -0.051 0.077 0.089 0.480
S -3.26125 -0.95943 0.59754 -0.130 -0.189 -0.042 -0.595
N -1.83566 -3.08642 -0.36528 -0.128 0.235 0.134 -1.255
N -0.84330 -2.11916 -0.57180 -0.142 -1.097 -0.453 0.858
C 0.08165 -2.55005 -1.35970 0.223 0.112 -0.127 -0.896
C 1.22196 -1.79176 -1.82965 0.087 -0.233 -0.132 0.946
C 2.08787 -2.45032 -2.71694 0.034 0.060 0.006 -0.712
C 3.18534 -1.83185 -3.27594 -0.017 -0.087 -0.029 -0.738
C 3.43983 -0.49655 -2.95160 0.030 0.045 0.027 -0.416
C 2.61387 0.18111 -2.08344 0.143 -0.077 -0.148 -0.537
C 1.49359 -0.43898 -1.48928 -0.024 0.012 0.073 0.243
O 0.76430 0.24399 -0.66184 -0.019 0.291 -0.143 -0.259
H -4.59206 -3.27195 1.06069 0.050 0.001 -0.078 0.248
H -3.64263 -4.47243 0.33353 -0.019 0.007 -0.009 0.252
H -0.03086 -3.57091 -1.72793 0.067 0.068 -0.012 0.161
H 1.86794 -3.48305 -2.96430 0.007 -0.031 -0.013 0.337
H 3.83147 -2.37248 -3.95541 0.014 0.014 0.000 0.377
H 4.29912 0.00884 -3.37939 -0.020 0.002 0.001 0.370
H 2.80506 1.21312 -1.81780 -0.004 0.026 0.019 0.358
N -0.85602 2.06752 -2.62253 0.199 -0.059 -0.027 -0.661
C -2.26111 1.71841 -2.41978 -0.241 -0.294 0.055 -0.030
C -3.06771 2.82349 -1.73618 0.012 0.064 -0.020 -0.998
C -3.02319 2.88442 -0.20723 -0.012 0.008 0.012 -0.421
C -1.64063 3.05225 0.43915 0.016 0.116 0.087 -0.786
N -1.19293 1.80916 1.08143 0.059 -0.239 0.145 -0.275
H -0.53073 1.64059 -3.48163 0.031 0.040 0.008 0.298
H -0.28291 1.64236 -1.89919 0.130 0.066 0.115 0.201
H -2.39268 0.77025 -1.86523 -0.007 0.184 -0.053 -0.053
H -2.70212 1.53768 -3.40478 -0.037 0.064 0.053 0.484
H -4.11610 2.70646 -2.02527 -0.040 -0.014 0.022 0.410
H -2.73386 3.77981 -2.15319 0.020 -0.019 0.008 0.345
H -3.48632 1.98142 0.20080 0.025 -0.063 -0.023 0.209
H -3.66129 3.71452 0.10993 0.001 0.000 -0.022 0.295
H -1.67724 3.86391 1.17974 -0.007 -0.047 -0.101 0.397
H -0.89301 3.33571 -0.30052 -0.006 -0.013 -0.092 0.447
H -1.81669 1.56808 1.84927 0.044 0.010 -0.069 0.344
H -0.27334 1.92221 1.49900 0.006 0.065 -0.042 -0.052
C 2.15986 -0.56902 4.52451 0.043 -0.025 -0.021 -1.406
Ge 1.68260 -0.36233 2.61272 -0.016 0.037 -0.054 0.681
C 2.11836 1.52563 2.23468 0.040 0.038 0.075 -1.466
C 2.97297 -1.44640 1.60996 0.082 -0.043 0.037 -1.168
C -0.14076 -0.82238 2.24886 -0.120 -0.031 0.278 -0.873
H 3.18572 -0.25322 4.71525 0.100 0.020 0.044 0.357
H 2.05532 -1.60992 4.82988 0.003 -0.078 0.021 0.366
H 1.49316 0.02813 5.14646 -0.050 0.056 0.035 0.353
H 3.17045 1.69981 2.46409 0.068 0.053 -0.010 0.427
H 1.53496 2.19822 2.86782 -0.041 0.055 0.026 0.358
H 1.94866 1.77315 1.18735 -0.020 -0.034 -0.079 0.378
H 3.93975 -1.41981 2.11630 0.068 -0.032 -0.033 0.435
H 3.10441 -1.09541 0.58748 -0.027 0.059 -0.024 0.301
H 2.63558 -2.48146 1.56394 -0.010 -0.081 0.012 0.315
H -0.73922 -0.38162 3.06595 -0.049 -0.013 -0.064 0.374
H -0.21196 -1.90924 2.40369 -0.052 -0.001 -0.037 0.387
```
Positions in Å, forces in eV/Å.